Below is C2H3BrO2 in the gas phase at a distorted geometry, with properties calculated with ωB97M-V/def2-TZVPD.

```
8
Properties=species:S:1:pos:R:3:mulliken_charge:R:1
C 0.203 -0.256 0.470 0.00
C 0.136 0.516 -0.781 -0.51
O -0.571 -1.274 0.470 0.10
O -0.508 -1.993 1.567 -0.55
Br -0.369 2.430 -0.467 -0.12
H 0.602 -0.086 1.387 0.47
H -0.521 -0.108 -1.458 0.30
H 1.029 0.770 -1.188 0.31
```

- HOMO (spin up / spin down) (eV) = -9.54 / -9.42
- LUMO (spin up / spin down) (eV) = -1.107 / -1.106
- energy above the lowest of the compared OMol25 structures with the same formula, charge and spin (eV) = 5.581
- Kohn-Sham gap (spin up / spin down) (hartree) = 0.3098 / 0.3056



Below is 2 unconnected molecules or ions with the total composition C2H3BrO2 at a distorted geometry, with properties calculated with ωB97M-V/def2-TZVPD.

```
8
Properties=species:S:1:pos:R:3:mulliken_charge:R:1
C -0.586 -0.796 -0.130 -0.19
C -0.070 0.440 -0.643 0.42
O -1.404 0.489 -0.380 -0.28
O 0.940 1.208 1.315 -0.71
Br 1.026 0.936 -1.998 0.04
H -0.868 -1.616 -0.757 0.26
H -0.451 -1.149 0.900 0.23
H 1.413 0.487 1.694 0.25
```

- HOMO (spin up / spin down) (eV) = -9.34 / -9.22
- LUMO (spin up / spin down) (eV) = -0.885 / -0.901
- energy above the lowest of the compared OMol25 structures with the same formula, charge and spin (eV) = 5.557
- Kohn-Sham gap (spin up / spin down) (hartree) = 0.3109 / 0.3058



Below is a gas-phase ion, C2H3BrO2P (charge -1) at a distorted geometry, with properties calculated with ωB97M-V/def2-TZVPD.

```
9
Properties=species:S:1:pos:R:3:mulliken_charge:R:1
O 2.592 -1.884 0.169 -0.54
P 2.640 -0.721 -0.772 0.07
Br 4.279 0.620 0.245 -0.47
C 1.009 0.053 -0.046 -0.59
C -0.265 -0.329 -0.328 0.04
O -0.602 -1.246 -1.207 -0.49
H 1.052 0.713 0.739 0.38
H -1.165 0.141 0.044 0.33
H 0.081 -1.686 -1.611 0.26
```

- HOMO (eV) = -3.56
- SMILES string = [O-]P(Br)/C=C\O
- net charge = -1
- LUMO (eV) = 3.756
- energy above the lowest of the compared OMol25 structures with the same formula, charge and spin (eV) = 2.137
- Kohn-Sham gap (hartree) = 0.2687



Below is a molecular structure, C2H3BrOS at a distorted geometry, with properties calculated with ωB97M-V/def2-TZVPD.

```
8
Properties=species:S:1:pos:R:3:mulliken_charge:R:1
C -1.107 -0.175 -0.006 -0.05
C 1.371 -0.560 -0.114 -0.08
O 1.733 0.555 -0.353 -0.46
S -1.285 1.533 0.038 -0.04
Br -2.813 -1.004 0.176 -0.09
H 1.143 -1.358 -0.920 0.26
H 1.062 -0.968 0.919 0.28
H -0.105 1.977 0.259 0.17
```

- HOMO (eV) = -9.31
- LUMO (eV) = -0.989
- energy above the lowest of the compared OMol25 structures with the same formula, charge and spin (eV) = 3.463
- Kohn-Sham gap (hartree) = 0.3058